--- w ---
C16H17N | ωB97M-V/def2-TZVPD

Computed properties:
multiplicity: 1
SMILES: Cc1c[nH]c2ccccc12.Cc1ccccc1
lowest unoccupied orbital energy: 0.034 Eh
HOMO: -7.6 eV

Geometry as XYZ:
```
34
Properties=species:S:1:pos:R:3:nbo_charge:R:1
C -0.26952 1.86960 2.01297 -0.629
C 0.39806 1.79560 0.63181 -0.059
C 0.11912 2.64458 -0.46756 -0.030
N 0.60793 2.03294 -1.63219 -0.552
C 1.54302 0.98122 -1.20293 0.137
C 2.44253 0.31841 -1.99775 -0.245
C 3.22218 -0.50660 -1.31617 -0.211
C 3.27551 -0.55088 0.16376 -0.220
C 2.34252 0.07558 0.89938 -0.193
C 1.33790 0.82238 0.13317 -0.096
H -1.07225 1.22919 2.05326 0.224
H -0.41701 2.97405 2.34478 0.215
H 0.31053 1.59764 2.82478 0.211
H -0.46204 3.50037 -0.51296 0.203
H 0.90884 2.65700 -2.43978 0.397
H 2.41381 0.31842 -3.06190 0.223
H 4.06820 -1.05613 -1.77041 0.207
H 4.31857 -0.96982 0.61827 0.213
H 2.29460 -0.00966 1.90312 0.208
C -1.03713 -3.38784 0.49439 -0.641
C -1.59560 -1.93818 0.27236 -0.006
C -1.40096 -1.47016 -0.97702 -0.236
C -1.91882 -0.21464 -1.37983 -0.169
C -2.63773 0.60742 -0.48065 -0.242
C -2.63980 0.18313 0.81254 -0.206
C -2.14646 -1.10678 1.23174 -0.237
H 0.02190 -3.40039 0.35333 0.228
H -1.66251 -4.13086 -0.00890 0.228
H -0.97928 -3.47350 1.66468 0.206
H -0.82783 -2.19974 -1.62039 0.214
H -1.76689 0.15151 -2.43271 0.214
H -3.30663 1.36956 -0.86025 0.221
H -3.13412 0.79566 1.53458 0.207
H -2.35062 -1.50906 2.21250 0.214
```


--- x ---
C16H17N | ωB97M-V/def2-TZVPD

Computed properties:
multiplicity: 1
SMILES: Cc1c[nH]c2ccccc12.Cc1ccccc1
lowest unoccupied orbital energy: 0.033 Eh
HOMO: -7.7 eV

Geometry as XYZ:
```
34
Properties=species:S:1:pos:R:3:nbo_charge:R:1
C 3.16164 -3.19627 1.60102 -0.624
C 1.78055 -3.40855 0.99610 -0.123
C 1.31316 -4.49592 0.33174 -0.016
N 0.06723 -4.29345 -0.11760 -0.522
C -0.35145 -3.02402 0.23934 0.100
C -1.56516 -2.37500 0.04968 -0.219
C -1.68380 -1.07442 0.54294 -0.236
C -0.64830 -0.47380 1.22229 -0.235
C 0.57235 -1.14199 1.44980 -0.224
C 0.72607 -2.44544 0.95541 -0.024
H 3.40036 -4.05835 2.21070 0.218
H 3.14363 -2.29607 2.24132 0.216
H 3.93013 -3.08404 0.82435 0.217
H 1.94207 -5.35021 0.12598 0.209
H -0.46759 -4.99657 -0.58248 0.410
H -2.39570 -2.89730 -0.55581 0.213
H -2.59212 -0.53601 0.41219 0.216
H -0.75171 0.50494 1.68046 0.217
H 1.36690 -0.64038 1.98877 0.209
C -0.68820 5.98902 -0.34854 -0.626
C -0.61172 4.52498 -0.77655 0.000
C -1.28228 4.09344 -1.91744 -0.227
C -1.19730 2.76368 -2.32612 -0.191
C -0.45679 1.85796 -1.60205 -0.234
C 0.21115 2.27560 -0.44032 -0.197
C 0.13885 3.62357 -0.04003 -0.232
H -0.03818 6.10597 0.54471 0.208
H -1.69631 6.19682 -0.01553 0.218
H -0.35374 6.65477 -1.09642 0.218
H -1.81549 4.76633 -2.50746 0.204
H -1.69351 2.40908 -3.20484 0.207
H -0.44765 0.80105 -1.87633 0.220
H 0.83139 1.53822 0.13515 0.222
H 0.65433 3.97895 0.87485 0.209
```


x is preferred energetically. Next in line: 0.0906 hartree higher.


--- w ---
C16H17N | ωB97M-V/def2-TZVPD

Computed properties:
multiplicity: 1
SMILES: Cc1c[nH]c2ccccc12.Cc1ccccc1
lowest unoccupied orbital energy: 0.033 Eh
HOMO: -7.7 eV

Geometry as XYZ:
```
34
Properties=species:S:1:pos:R:3:nbo_charge:R:1
C -1.34279 -2.52891 -0.52139 -0.662
C -0.43594 -1.82920 -1.42773 -0.085
C 0.44069 -2.15206 -2.50329 -0.055
N 1.18003 -0.93357 -2.85339 -0.556
C 0.59816 0.14912 -2.20268 0.152
C 0.92960 1.52659 -2.10456 -0.265
C 0.05566 2.40128 -1.49993 -0.215
C -0.98498 1.90795 -0.59849 -0.234
C -1.15868 0.50935 -0.61412 -0.163
C -0.45120 -0.35532 -1.42642 -0.102
H -0.62028 -3.09272 0.19409 0.242
H -2.31458 -2.98562 -1.15085 0.234
H -1.96128 -1.83456 0.13116 0.232
H 0.50304 -3.17900 -2.88885 0.225
H 1.63050 -0.83168 -3.82468 0.414
H 1.84711 1.81317 -2.51510 0.212
H 0.28884 3.53463 -1.50852 0.216
H -1.58817 2.52858 0.10283 0.226
H -1.88503 0.11428 -0.11211 0.188
C 1.82276 1.68317 1.26103 -0.634
C 0.69490 0.87126 1.69626 -0.017
C -0.28122 1.33516 2.52090 -0.241
C -1.02298 0.44971 3.35045 -0.195
C -0.95480 -0.90204 3.10769 -0.256
C -0.04613 -1.37946 2.20597 -0.213
C 0.67840 -0.52420 1.26153 -0.205
H 2.73522 1.08684 0.61368 0.197
H 2.44023 1.91292 2.06986 0.227
H 1.62572 2.42259 0.49624 0.241
H -0.36742 2.41643 2.82575 0.214
H -1.65090 0.92165 4.13108 0.215
H -1.47223 -1.67527 3.76693 0.215
H -0.06153 -2.50462 2.08993 0.203
H 1.34181 -1.08699 0.52099 0.242
```


--- x ---
C16H17N | ωB97M-V/def2-TZVPD

Computed properties:
multiplicity: 1
SMILES: Cc1c[nH]c2ccccc12.Cc1ccccc1
lowest unoccupied orbital energy: 0.032 Eh
HOMO: -7.7 eV

Geometry as XYZ:
```
34
Properties=species:S:1:pos:R:3:nbo_charge:R:1
C 0.48272 2.79438 -2.80790 -0.626
C -0.56482 2.64473 -1.76977 -0.104
C -1.11469 3.52450 -0.89952 -0.018
N -1.96337 2.87167 -0.03758 -0.532
C -2.00439 1.54085 -0.38729 0.121
C -2.55707 0.49150 0.35840 -0.216
C -2.26182 -0.79644 -0.02852 -0.220
C -1.40882 -0.97203 -1.14371 -0.230
C -0.88126 0.03656 -1.89704 -0.191
C -1.17417 1.36837 -1.48868 -0.088
H 0.09180 2.61570 -3.81275 0.214
H 1.22446 2.00928 -2.67110 0.214
H 1.04308 3.72047 -2.84799 0.220
H -0.95155 4.58245 -0.74705 0.205
H -2.53699 3.41551 0.58249 0.409
H -3.03119 0.75700 1.29753 0.208
H -2.67040 -1.69770 0.38733 0.215
H -1.22260 -2.01190 -1.42415 0.206
H -0.29053 -0.12572 -2.79226 0.213
C 4.00296 -1.68251 0.39272 -0.629
C 2.67856 -1.86132 1.10798 0.001
C 2.14204 -0.90304 1.94503 -0.223
C 0.85707 -1.02531 2.46395 -0.197
C 0.11791 -2.17013 2.21806 -0.225
C 0.67070 -3.17643 1.44313 -0.194
C 1.94131 -3.02906 0.90894 -0.224
H 4.69571 -2.41364 0.80936 0.218
H 4.42056 -0.71474 0.63674 0.213
H 3.87007 -1.80304 -0.67438 0.221
H 2.66694 0.02396 2.13536 0.206
H 0.49830 -0.29196 3.17322 0.210
H -0.83081 -2.35462 2.70653 0.210
H 0.07636 -4.02979 1.15152 0.206
H 2.27207 -3.82979 0.26459 0.206
```


x is preferred energetically. Next in line: 0.1460 hartree higher.


--- w ---
C4H12OS2 | ωB97M-V/def2-TZVPD

Computed properties:
multiplicity: 1
SMILES: CCSSCC.O
lowest unoccupied orbital energy: 0.021 Eh
HOMO: -8.6 eV

Geometry as XYZ:
```
19
Properties=species:S:1:pos:R:3:nbo_charge:R:1
C -0.40502 2.32269 0.25716 -0.621
C -0.80344 1.00822 0.91559 -0.546
S -1.12407 -0.34512 -0.24034 0.087
S 0.86983 -0.72010 -0.84882 0.059
C 0.90274 -0.04722 -2.53773 -0.530
C 1.62207 -1.01332 -3.48053 -0.617
H -0.11492 3.09215 0.96831 0.218
H 0.44463 2.12166 -0.38982 0.215
H -1.24553 2.60484 -0.38759 0.207
H 0.11041 0.67041 1.42648 0.220
H -1.54843 0.87798 1.70055 0.232
H 1.50825 0.86769 -2.49151 0.202
H -0.12015 0.25845 -2.72873 0.233
H 1.86675 -0.53237 -4.42547 0.215
H 2.52274 -1.33799 -2.95522 0.210
H 1.03732 -1.90831 -3.66164 0.214
O -0.48666 -0.34895 5.90649 -0.930
H -0.29790 -1.24509 5.63003 0.466
H -1.43581 -0.36225 5.99455 0.464
```


--- x ---
C4H12OS2 | ωB97M-V/def2-TZVPD

Computed properties:
multiplicity: 1
SMILES: CCSSCC.O
lowest unoccupied orbital energy: 0.020 Eh
HOMO: -8.7 eV

Geometry as XYZ:
```
19
Properties=species:S:1:pos:R:3:nbo_charge:R:1
C -2.59366 2.38139 -1.17742 -0.627
C -1.36160 1.44194 -1.01266 -0.520
S -1.83647 -0.21450 -1.66668 0.085
S -0.12819 -1.26069 -1.02578 0.077
C -0.42465 -1.25631 0.78346 -0.531
C 0.70575 -2.02552 1.49730 -0.622
H -2.84795 2.40892 -2.25035 0.210
H -2.29672 3.39517 -0.86011 0.217
H -3.49194 2.08428 -0.61047 0.218
H -0.45051 1.80717 -1.52450 0.220
H -1.15705 1.43622 0.07526 0.204
H -0.61476 -0.27333 1.25574 0.210
H -1.34015 -1.86784 0.89885 0.216
H 0.65882 -1.89767 2.59186 0.222
H 1.69651 -1.69126 1.14622 0.206
H 0.59275 -3.09744 1.26315 0.216
O 5.13240 -0.81880 0.24163 -0.940
H 5.53871 0.05703 0.43162 0.470
H 4.21869 -0.60877 -0.05713 0.470
```


--- y ---
C4H12OS2 | ωB97M-V/def2-TZVPD

Computed properties:
multiplicity: 1
lowest unoccupied orbital energy: -0.165 Eh
HOMO: -8.3 eV

Geometry as XYZ:
```
19
Properties=species:S:1:pos:R:3:nbo_charge:R:1
C 0.33326 2.09544 -2.30949 -0.635
C 0.51205 1.38355 -0.99450 -0.568
S 2.21060 0.72136 -0.96593 0.005
S -2.53144 0.08135 0.33792 0.096
C -1.45401 -0.67442 1.68853 -0.524
C -0.94221 -2.04632 1.20417 -0.621
H 0.07228 1.43575 -3.14532 0.225
H 1.24782 2.62463 -2.64946 0.226
H -0.54332 2.80224 -2.34752 0.219
H -0.37340 0.66324 -0.83137 0.245
H 0.54690 2.04826 -0.07896 0.245
H -0.62621 0.04570 1.84950 0.238
H -1.89865 -0.84912 2.60172 0.229
H -1.73663 -2.80675 1.34915 0.204
H -0.02394 -2.21354 1.78919 0.251
H -0.73554 -1.82047 0.13038 0.206
H 2.60803 -1.42106 1.21179 0.473
H 1.65386 -0.75488 0.14098 0.436
O 1.68052 -1.31496 1.01922 -0.951
```


x is preferred energetically. Next in line: 0.0039 hartree higher.


--- w ---
C2H4O3S | ωB97M-V/def2-TZVPD

Computed properties:
multiplicity: 1
lowest unoccupied orbital energy: -0.018 Eh
HOMO: -10.3 eV

Geometry as XYZ:
```
10
Properties=species:S:1:pos:R:3:nbo_charge:R:1
C -0.12872 0.73086 -0.03842 0.799
C 0.85395 -0.35103 0.14436 -0.744
O -3.65641 -1.04338 -0.14790 -0.852
O -1.44858 0.25832 0.01706 -0.835
O 0.04206 1.90383 -0.17429 -0.551
S -3.31669 0.35445 0.01510 1.374
H 1.74462 -0.38431 -0.63857 0.260
H 0.21918 -1.30136 0.00356 0.253
H 1.15242 -0.46483 1.27665 0.262
H -3.56314 0.40896 1.42219 0.034
```


--- x ---
C2H4O3S | ωB97M-V/def2-TZVPD

Computed properties:
multiplicity: 1
SMILES: O=S1(=O)C[C@H]1O
lowest unoccupied orbital energy: 0.015 Eh
HOMO: -10.5 eV

Geometry as XYZ:
```
10
Properties=species:S:1:pos:R:3:nbo_charge:R:1
O 1.45807 -0.02216 -2.29198 -0.879
S 1.14175 0.69153 -1.13882 2.147
O 1.94667 1.90143 -0.86257 -0.906
C -0.43177 0.62027 -0.43432 -0.694
C 0.77227 -0.13624 0.41348 -0.174
O 0.65785 -1.58579 0.63203 -0.696
H -1.00734 -0.13185 -0.81161 0.250
H -0.92301 1.34875 0.19456 0.260
H 0.83819 0.46733 1.25505 0.201
H 1.58913 -1.93868 0.56766 0.491
```


w is preferred energetically. Next in line: 0.0216 hartree higher.